Entry 1:
Formula: C39H57N10O2SSbSeSiW
Source: OMol25
Level of theory: ωB97M-V with the def2-TZVPD basis set

Properties
Kohn-Sham gap (spin up / spin down) ... 6.146 / 5.601 eV
Multiplicity ... 3
<S²> ... 2.025
Charge ... +2

Atoms and positions in Å:
1 W -20.028 -5.629 0.845
2 O -18.106 -1.079 5.779
3 C -17.907 -1.734 4.805
4 O -16.781 -2.069 4.162
5 C -19.074 -2.307 4.037
6 C -19.744 -3.437 4.479
7 C -20.410 -4.287 3.636
8 N -20.452 -4.052 2.303
9 C -20.051 -2.812 1.923
10 C -19.434 -1.932 2.756
11 C -20.126 -2.488 0.491
12 C -20.330 -1.209 -0.004
13 C -20.219 -0.980 -1.359
14 C -20.046 -2.062 -2.171
15 C -20.007 -3.354 -1.625
16 N -20.008 -3.575 -0.325
17 C -20.845 -5.669 3.992
18 C -21.397 -6.043 5.255
19 C -21.683 -7.359 5.484
20 C -21.545 -8.287 4.434
21 C -21.011 -7.844 3.248
22 N -20.707 -6.548 2.985
23 H -19.651 -3.612 5.517
24 H -19.030 -0.959 2.445
25 H -20.569 -0.432 0.706
26 H -20.248 0.039 -1.784
27 H -19.941 -1.979 -3.284
28 H -19.970 -4.181 -2.201
29 H -21.365 -5.293 6.015
30 H -22.078 -7.650 6.439
31 H -21.840 -9.305 4.600
32 H -20.846 -8.556 2.462
33 N -16.361 -3.751 1.979
34 C -17.440 -4.336 2.426
35 N -18.068 -4.992 1.448
36 C -17.173 -4.767 0.395
37 N -16.140 -4.032 0.678
38 C -17.462 -5.340 -0.922
39 C -16.675 -5.267 -2.058
40 N -17.100 -5.973 -3.100
41 C -18.232 -6.688 -3.107
42 C -19.062 -6.616 -1.999
43 N -18.715 -5.901 -0.910
44 H -15.747 -3.240 2.603
45 H -17.613 -4.201 3.499
46 H -15.760 -4.616 -2.164
47 H -18.432 -7.245 -4.018
48 H -20.036 -7.063 -2.101
49 C -19.591 -13.245 -4.315
50 N -19.390 -12.064 -3.440
51 C -19.640 -12.106 -2.132
52 N -20.172 -13.262 -1.664
53 S -19.455 -10.760 -1.077
54 H -19.460 -12.968 -5.351
55 H -20.600 -13.630 -4.225
56 H -18.849 -14.010 -4.084
57 H -19.039 -11.212 -3.824
58 H -20.216 -14.152 -2.154
59 H -20.410 -13.196 -0.715
60 C -18.306 -10.322 3.660
61 Si -17.704 -8.732 2.636
62 C -16.183 -9.102 1.616
63 C -17.242 -7.337 3.897
64 Se -19.101 -7.891 0.887
65 H -17.611 -10.327 4.481
66 H -18.441 -11.311 3.191
67 H -19.234 -10.056 4.123
68 H -16.110 -10.167 1.352
69 H -15.332 -8.923 2.273
70 H -16.110 -8.486 0.767
71 H -16.411 -7.680 4.495
72 H -18.088 -7.043 4.488
73 H -16.896 -6.418 3.438
74 C -22.485 -5.465 -3.570
75 C -23.429 -5.244 -2.377
76 C -24.846 -5.685 -2.768
77 C -23.375 -3.742 -2.026
78 Sb -22.759 -6.222 -0.432
79 C -24.212 -5.481 1.029
80 C -24.178 -6.394 2.218
81 C -23.760 -4.111 1.502
82 C -25.598 -5.541 0.444
83 C -23.116 -8.363 -0.661
84 C -24.543 -8.832 -0.472
85 C -22.494 -8.715 -2.002
86 C -22.311 -9.097 0.420
87 H -22.685 -4.799 -4.403
88 H -22.443 -6.463 -3.902
89 H -21.457 -5.104 -3.312
90 H -25.270 -5.074 -3.620
91 H -25.603 -5.674 -1.990
92 H -24.845 -6.693 -3.178
93 H -23.550 -3.081 -2.890
94 H -22.353 -3.422 -1.704
95 H -24.099 -3.434 -1.296
96 H -23.207 -6.347 2.702
97 H -24.408 -7.477 2.011
98 H -24.894 -5.995 2.929
99 H -22.830 -4.066 2.045
100 H -24.601 -3.702 2.219
101 H -23.645 -3.421 0.678
102 H -25.811 -6.549 0.112
103 H -25.781 -4.867 -0.394
104 H -26.289 -5.296 1.267
105 H -25.191 -8.244 -1.120
106 H -24.870 -8.616 0.531
107 H -24.581 -9.909 -0.746
108 H -23.165 -8.673 -2.873
109 H -22.080 -9.722 -1.897
110 H -21.695 -8.009 -2.229
111 H -22.610 -8.829 1.449
112 H -21.202 -8.963 0.284
113 H -22.293 -10.170 0.189


Entry 2:
Formula: C5H12NOS
Source: OMol25
Level of theory: ωB97M-V with the def2-TZVPD basis set

Properties
Kohn-Sham gap (spin up / spin down) ... 9.944 / 6.802 eV
Multiplicity ... 2
<S²> ... 0.753
Charge ... 0

Atoms and positions in Å:
1 C 0.481 -1.758 0.093
2 N 0.965 -0.477 0.599
3 C -0.054 0.582 0.754
4 C 0.718 1.937 0.679
5 S -0.120 3.346 1.310
6 C -1.321 0.623 -0.124
7 O -2.435 1.009 0.673
8 C 0.618 -1.937 -1.460
9 H -0.591 -1.912 0.254
10 H 0.930 -2.609 0.606
11 H 1.660 -0.169 -0.059
12 H -0.386 0.445 1.785
13 H 1.720 1.788 1.090
14 H 0.879 2.093 -0.392
15 H -2.362 1.891 1.017
16 H -1.553 -0.361 -0.510
17 H -1.221 1.427 -0.867
18 H -0.321 -2.301 -1.849
19 H 0.951 -1.003 -1.906
20 H 1.445 -2.615 -1.692


Entry 3:
Formula: C5H12N2O
Source: OMol25
Level of theory: ωB97M-V with the def2-TZVPD basis set

Properties
Kohn-Sham gap ... 9.028 eV
SMILES string ... [H]/N=C\NCCCCO
Charge ... 0

Atoms and positions in Å:
1 H -0.699 2.203 2.863
2 N -0.377 2.898 2.205
3 C 0.056 2.529 1.057
4 N 0.282 1.245 0.657
5 C 0.655 0.993 -0.713
6 C -0.363 -0.038 -1.334
7 C 0.091 -1.549 -1.208
8 C -0.466 -2.231 0.058
9 O 0.219 -1.776 1.192
10 H 0.311 3.410 0.447
11 H 0.315 0.505 1.370
12 H 0.490 1.954 -1.235
13 H 1.686 0.607 -0.868
14 H -0.361 0.274 -2.364
15 H -1.322 0.102 -0.800
16 H -0.233 -1.960 -2.153
17 H 1.170 -1.464 -1.100
18 H -1.526 -1.939 0.092
19 H -0.359 -3.300 0.006
20 H 0.431 -2.465 1.827


Entry 4:
Formula: C9H10N4S
Source: OMol25
Level of theory: ωB97M-V with the def2-TZVPD basis set

Properties
Kohn-Sham gap ... 9.047 eV
SMILES string ... [H]/N=C(/c1cccs1)n1c(C)nnc1C
Charge ... 0

Atoms and positions in Å:
1 H 0.767 -2.756 0.908
2 N 0.102 -2.292 0.282
3 C 0.114 -1.051 0.088
4 C -1.004 -0.477 -0.873
5 C -1.900 -1.010 -1.699
6 C -2.746 -0.067 -2.369
7 C -2.464 1.191 -1.946
8 S -1.235 1.281 -0.725
9 N 0.913 -0.080 0.731
10 C 0.988 0.291 2.064
11 C 0.116 -0.162 3.038
12 N 1.931 1.162 2.296
13 N 2.504 1.491 1.140
14 C 1.928 0.741 0.206
15 C 2.194 0.773 -1.261
16 H -1.937 -2.152 -1.811
17 H -3.447 -0.433 -3.055
18 H -3.070 2.080 -2.281
19 H -0.026 0.482 4.054
20 H -0.882 -0.278 2.616
21 H 0.344 -1.102 3.428
22 H 1.690 0.012 -1.644
23 H 1.844 1.663 -1.720
24 H 3.276 0.691 -1.469


Entry 5:
Formula: C41H41CdN5O2PS
Source: OMol25
Level of theory: ωB97M-V with the def2-TZVPD basis set

Properties
Kohn-Sham gap ... 8.216 eV
Charge ... +1

Atoms and positions in Å:
1 Cd 0.333 0.630 -0.111
2 C -0.161 -5.461 1.960
3 C 0.550 -4.308 2.290
4 C 0.290 -3.164 1.590
5 C -0.709 -3.138 0.574
6 C -1.427 -4.297 0.310
7 C -1.159 -5.462 1.001
8 P -0.991 -1.663 -0.429
9 C -1.335 -2.295 -2.103
10 C -0.242 -2.871 -2.789
11 C -0.398 -3.311 -4.096
12 C -1.707 -3.216 -4.682
13 C -2.768 -2.653 -3.982
14 C -2.567 -2.167 -2.718
15 C -2.588 -0.972 0.157
16 C -3.683 -1.797 0.366
17 C -4.947 -1.260 0.556
18 C -5.186 0.081 0.375
19 C -4.107 0.962 0.221
20 C -4.340 2.364 0.092
21 C -3.310 3.212 -0.076
22 C -1.987 2.710 -0.092
23 C -1.663 1.387 0.082
24 C -2.773 0.441 0.145
25 H -0.068 -6.405 2.494
26 H 1.352 -4.304 3.024
27 H 0.870 -2.258 1.784
28 H -2.144 -4.312 -0.505
29 H -1.703 -6.340 0.733
30 H 0.766 -2.950 -2.358
31 H 0.398 -3.761 -4.700
32 H -1.855 -3.581 -5.687
33 H -3.742 -2.586 -4.527
34 H -3.321 -1.665 -2.151
35 H -3.668 -2.862 0.440
36 H -5.773 -1.904 0.795
37 H -6.197 0.445 0.394
38 H -5.352 2.726 0.155
39 H -3.515 4.275 -0.243
40 H -1.237 3.471 -0.193
41 O 0.963 2.788 -1.366
42 C 2.271 2.757 -1.857
43 C 2.835 1.347 -1.903
44 C 3.985 1.062 -2.662
45 C 4.544 -0.195 -2.608
46 C 3.937 -1.148 -1.791
47 C 2.771 -0.807 -1.150
48 N 2.286 0.447 -1.152
49 H 0.388 2.583 -2.154
50 H 2.860 3.416 -1.261
51 H 2.323 3.204 -2.856
52 H 4.346 1.832 -3.353
53 H 5.474 -0.417 -3.128
54 H 4.367 -2.165 -1.677
55 H 2.223 -1.492 -0.585
56 C -3.339 0.870 -5.799
57 N -1.951 0.905 -5.290
58 C -1.515 0.994 -4.042
59 N -2.395 1.233 -3.084
60 S 0.150 0.751 -3.665
61 H -3.337 0.369 -6.819
62 H -3.743 1.879 -5.894
63 H -4.044 0.315 -5.176
64 H -1.229 0.635 -5.937
65 H -3.385 1.132 -3.193
66 H -2.026 1.192 -2.163
67 C 3.610 3.341 4.455
68 N 3.648 2.111 3.671
69 N 2.454 1.516 3.296
70 C 2.614 0.804 2.142
71 O 1.729 0.084 1.652
72 C 3.981 1.105 1.714
73 C 4.547 1.901 2.642
74 C 5.879 2.533 2.748
75 C 1.323 1.351 4.206
76 C 1.374 0.384 5.186
77 C 0.318 0.142 6.024
78 C -0.839 0.897 5.867
79 C -0.886 1.919 4.935
80 C 0.181 2.167 4.091
81 H 3.179 3.059 5.410
82 H 3.012 4.092 3.943
83 H 4.677 3.644 4.583
84 H 4.420 0.686 0.824
85 H 6.551 2.085 2.030
86 H 6.355 2.308 3.725
87 H 5.866 3.591 2.660
88 H 2.297 -0.182 5.338
89 H 0.365 -0.715 6.693
90 H -1.659 0.598 6.482
91 H -1.820 2.484 4.882
92 H 0.131 2.867 3.271


Across the entries above, total energy takes the values -152772.9336; -19750.2046; -10406.1948; -26288.7173; -79411.9389 eV, respectively.
Across the entries above, energy above the lowest of the compared OMol25 structures with the same formula, charge and spin takes the values 0.0; 9.0; 51.4; 53.9; 14.9 kcal per mole, respectively.
Across the entries above, maximum force takes the values 4.110; 1.607; 2.302; 5.997; 2.033 eV/Å, respectively.